Density functional theory data (wB97M-V/def2-TZVPD) for 16 unconnected molecules or ions with the total composition C76H185Cl10N11 in a non-equilibrium geometry.

Each line ends with the Mulliken charge.
Cartesian coordinates (Å):
1 C -5.7151 -5.0551 -0.1249  0.337
2 H -6.4444 -0.4627 5.0697  0.340
3 H -1.8248 1.8263 -6.3189  -0.041
4 H 5.1190 2.5050 6.7668  0.420
5 N -8.2408 1.7806 0.0551  0.412
6 H -3.4133 -7.6358 1.8247  0.447
7 H -0.8573 -1.0102 2.7558  0.161
8 Cl -1.9836 3.4145 0.8505  -0.041
9 H 1.7285 0.0374 -1.9243  -0.873
10 H -4.0933 2.0850 -3.3068  -0.364
11 H -3.1824 -6.6918 0.3628  -0.101
12 H 5.5542 4.7000 -4.1226  0.382
13 C -1.2893 -4.3132 1.2365  -0.151
14 H 1.9757 5.0094 3.6757  0.531
15 H 0.6277 2.5077 2.5937  -0.364
16 H -2.0202 5.5537 -0.0829  0.269
17 C -5.6801 0.1447 4.6117  -1.722
18 H 2.2147 1.9186 8.8543  0.428
19 C 4.9725 6.6629 -3.6151  -1.687
20 H -5.2532 -0.7072 -4.0972  0.239
21 H 4.4895 6.9457 -4.5330  0.319
22 H 4.4010 -3.8168 0.0418  0.203
23 H -7.9063 3.1066 2.3954  0.229
24 H -9.1064 2.4211 -1.7835  0.334
25 H -1.8335 3.8946 4.9981  0.606
26 H -7.6314 -0.2176 -1.5399  -0.037
27 H -0.3572 2.6799 6.5570  0.311
28 H -6.1815 1.0410 4.2582  0.393
29 H 4.1467 -0.2974 -3.2231  -0.825
30 H 2.2411 4.7767 -0.3803  0.334
31 H -0.6758 6.5216 7.1701  0.455
32 C -8.8094 1.5211 -1.2666  -0.961
33 H 0.8633 -0.9549 -5.8617  0.526
34 H -2.0745 -6.9298 -1.5148  -0.074
35 H 2.6383 6.1421 -2.6063  0.604
36 H -5.0996 2.5714 -5.9296  0.221
37 H 9.1957 1.5890 2.1911  0.372
38 H 10.5276 1.3719 -0.0510  0.386
39 H -4.8135 -4.9200 0.4396  -0.846
40 C -5.8054 -2.7231 -0.6594  0.145
41 H 8.1530 4.7773 -1.1466  0.475
42 H -2.3797 -4.3998 1.2569  -0.543
43 H 1.2631 -6.1789 2.6286  0.331
44 C 0.8429 -1.4468 -4.8802  -0.554
45 H -6.0011 1.5096 1.5499  -0.106
46 H 2.7326 2.6396 -3.1993  -0.530
47 H -1.4779 1.5850 5.6470  0.351
48 C -5.0260 -3.7722 3.4343  0.140
49 H 5.0681 2.9452 -5.1735  0.328
50 C 7.1326 -5.5004 2.8661  -1.363
51 Cl 0.0929 3.6924 -6.4332  -0.072
52 H 3.4442 2.3644 -5.5019  0.261
53 H 0.3579 5.7229 -4.2100  -0.269
54 H 5.0424 -4.9401 2.6636  0.263
55 C -6.9671 -4.3047 -2.0313  -0.760
56 C 1.6925 -3.3115 -2.6934  0.229
57 H -3.3688 -1.7035 -5.4966  0.101
58 H 4.1639 -0.7006 -1.4922  -0.491
59 H -8.4672 1.4023 2.7148  0.175
60 H 5.3592 4.9502 -2.3923  -0.326
61 H 4.1977 -3.1417 -2.1027  0.410
62 C -0.8965 5.7122 6.4944  -1.314
63 H -4.8810 2.3983 0.5642  0.009
64 C 3.0822 4.5824 -1.0605  -0.638
65 H 5.3318 2.3490 3.6987  -0.331
66 H 0.1681 -2.2811 -5.0255  0.106
67 H 1.9007 2.6752 7.2372  0.117
68 H 7.7188 -5.0508 0.4476  0.494
69 H 4.4585 -2.7783 -3.7984  0.257
70 H -5.5820 -6.0372 -0.6052  0.613
71 H 6.0847 3.5704 4.7167  0.481
72 N -3.2235 0.4724 -5.4143  1.440
73 H 7.5199 -2.0671 -0.2187  -0.067
74 H -3.5465 5.1017 0.6248  0.550
75 H 5.6912 -5.9598 1.3492  0.261
76 Cl -2.6290 7.3723 2.1144  -0.225
77 H 2.4446 -5.4641 1.5582  0.201
78 H -2.3079 -2.7914 3.7887  0.476
79 H 0.8721 6.2174 5.4263  0.433
80 H -1.4209 -2.2688 0.6179  0.059
81 H 0.8940 -5.1079 -0.2964  -0.435
82 C -1.9669 5.7640 2.1363  0.248
83 N 2.5122 -2.1371 -3.0703  1.252
84 H -2.2738 -1.1223 -4.2934  -0.535
85 H 2.2706 -0.8051 3.5117  -0.047
86 H 0.0656 2.1531 -0.5491  -0.336
87 H -5.9086 -3.6981 -3.7313  0.175
88 H 2.9539 -1.0361 -4.8213  0.586
89 H -6.0127 -2.0265 -1.5020  -0.439
90 C 0.3399 1.4494 -1.3485  0.086
91 H 6.6239 2.1414 2.1796  0.339
92 H -6.9301 -5.3966 -2.2340  0.495
93 H 1.0602 4.7771 6.3972  0.161
94 H 1.5546 -4.5341 -4.4775  0.333
95 H 3.8752 0.3917 7.6180  0.344
96 N -0.8579 -5.6266 0.7173  0.857
97 H 8.5810 -2.8177 1.0601  0.302
98 C -2.7533 -5.2791 -2.5852  0.653
99 H 5.9793 7.0220 -3.6252  0.476
100 C -4.6538 1.9949 -6.7540  -1.241
101 H -6.8458 1.2546 -2.2234  -0.257
102 H 8.0783 -5.6558 2.3293  0.344
103 H -0.8519 5.8643 -6.4417  0.284
104 Cl 1.0373 7.7865 -5.1999  -0.230
105 H -3.1734 2.4895 -1.8176  -0.034
106 C 10.0417 0.5172 0.4217  -1.342
107 C 3.1243 0.9777 7.0551  -0.663
108 H 4.5104 7.2325 -2.8034  0.335
109 H -4.2989 -1.9181 -3.2678  -0.352
110 H 1.3503 -5.4092 -3.0230  0.388
111 C 0.1935 5.4531 -6.3852  -0.600
112 H -2.9298 -2.1070 2.3042  -0.823
113 C 3.6284 0.4276 4.7039  -0.383
114 H 4.9165 0.1993 1.3726  0.347
115 H -2.3835 3.3773 -4.6831  0.447
116 H -3.7541 -5.7315 -2.7778  0.539
117 C 1.1710 3.4573 2.5136  0.179
118 H 0.8721 -6.7979 0.2682  0.634
119 H -6.6256 -2.5594 0.1039  0.174
120 C 4.1910 2.4220 -4.7298  -1.425
121 C -4.8224 -0.5824 3.5888  0.604
122 H -7.7442 -5.6124 0.2782  0.387
123 H 1.9180 3.4584 4.5954  -0.305
124 H -5.0222 0.4390 5.4551  0.332
125 C 8.3229 3.1415 0.3007  -0.484
126 H 1.9168 5.5765 -5.0416  -0.063
127 H 0.2539 1.7314 5.2625  -0.121
128 H -1.0885 -6.5951 2.6701  0.347
129 H -2.7959 -4.5969 -1.7604  -1.238
130 H 2.4274 1.4511 -1.1513  -0.244
131 C 7.1402 -4.1487 0.1904  -0.777
132 H -1.0648 0.6996 -5.3019  -0.213
133 H 3.3754 3.5436 -1.0082  -0.182
134 N -5.8606 -4.0774 -1.1770  1.353
135 H 3.1663 -2.3150 1.4225  -0.023
136 H -4.1247 0.1205 3.1416  0.098
137 C 5.9153 -5.1109 2.0254  -0.232
138 Cl -4.4508 4.3060 -2.6751  -0.217
139 C -3.4783 2.8326 -2.8055  0.723
140 H -10.1743 1.7586 0.8022  0.457
141 H 3.9221 5.1891 -0.7267  0.327
142 H -2.1053 0.2162 3.0636  0.084
143 H -7.1081 -4.4570 1.4984  0.250
144 H 0.4285 -0.7519 -4.1666  -0.211
145 H 0.6407 -3.0355 -2.7345  -0.003
146 C -5.8408 1.8459 0.5456  0.569
147 H -6.6254 -6.1179 1.5121  0.487
148 H -1.2890 -3.4420 -0.7671  -0.825
149 H -9.5375 2.7680 3.0579  0.511
150 C 4.8843 5.1808 -3.3735  0.432
151 H -7.0704 3.5872 0.5908  0.425
152 H -5.6398 -3.3149 2.6364  -0.132
153 H -9.5092 3.3719 0.5620  0.328
154 H -0.7157 -5.9816 -2.2543  -0.458
155 C -8.7633 2.4146 2.3670  -1.111
156 H 0.1100 -2.9780 0.2565  0.117
157 H -5.5120 -4.6536 3.8351  0.601
158 H -9.7368 0.9349 -1.0779  0.482
159 H 4.1186 -0.4955 5.0436  0.118
160 H 4.2033 0.8738 3.9085  -0.421
161 C 5.1994 2.9206 4.6113  -0.221
162 C -6.9311 -3.5421 -3.3901  -0.993
163 H -3.7107 -2.4677 -0.8571  -0.251
164 N 0.0927 4.5145 4.4830  0.489
165 Cl -2.4244 -4.2179 -3.9412  -0.120
166 N 3.5553 4.5187 -3.4931  0.539
167 H -4.1484 -0.0353 -7.2402  0.406
168 H -1.6772 6.0262 5.8196  0.266
169 C 1.3833 4.1028 3.8934  -0.200
170 H 0.4881 4.0350 1.8647  -0.318
171 C 1.9612 -4.6166 -3.4701  -1.432
172 C 2.2088 0.0728 4.1793  0.076
173 C -7.0199 2.6438 0.0133  -1.319
174 H -1.3028 4.8547 7.0703  0.268
175 H -7.6397 -3.9133 -4.1579  0.444
176 H 8.8376 -3.1153 -0.6926  0.501
177 H 3.6219 -3.6384 2.5311  0.413
178 H -5.5868 -2.6193 5.1620  0.375
179 C 4.5491 -0.9871 -2.4747  0.646
180 H -5.3235 2.0692 -7.6043  0.424
181 H 6.4639 -0.4563 1.7579  0.431
182 H -3.5348 -5.8984 1.9999  -0.009
183 C 8.8818 1.0086 1.3178  -0.522
184 H 6.6496 -4.3648 -0.7967  0.203
185 H -4.0362 -3.4016 5.3203  0.446
186 H 3.4064 2.8885 8.0782  0.404
187 H -4.4108 -1.2824 0.2033  0.350
188 N 3.6380 1.4701 5.7634  1.174
189 H -3.7313 2.4770 -7.1146  0.191
190 H 4.5391 1.3868 -4.5815  0.339
191 C 2.6573 5.0456 -2.4530  0.450
192 Cl -1.0532 0.3195 -1.6067  0.200
193 H 0.7504 5.7076 -7.3101  0.400
194 N 6.1876 -3.8906 1.2717  0.533
195 C -0.6367 2.2966 5.5695  -0.773
196 C -0.9496 -3.1775 0.2594  0.528
197 H 6.0018 -0.0870 0.0278  0.002
198 H -5.6602 0.9327 -0.0585  -0.292
199 Cl 1.6542 -0.1526 0.4761  0.538
200 C -4.3387 0.5716 -6.3605  -0.551
201 N -3.9532 -1.5862 4.1794  0.388
202 H -5.1715 0.1469 -5.8339  0.338
203 H 10.7574 -0.0340 1.0458  0.412
204 C -3.2121 -0.8550 -4.7776  0.161
205 H -2.3239 5.3042 3.0479  -0.006
206 C 4.9835 1.9787 5.8032  -0.712
207 H 7.4345 -4.7588 3.6192  0.290
208 H -8.2596 0.4305 -3.0843  0.474
209 Cl -1.7045 -7.4744 -3.7054  -0.218
210 H 7.9241 3.8044 1.0964  0.220
211 H 4.3799 2.8037 -2.5571  -0.212
212 C -4.6608 -2.8491 4.6066  -1.043
213 H 5.8604 2.3436 0.6134  0.131
214 H -4.0717 -0.2668 -2.8402  -0.201
215 H -4.0999 -4.1555 2.9813  -0.258
216 H -7.1479 -2.4977 -3.2276  0.087
217 H 3.0039 -4.9265 -3.5394  0.287
218 H -1.3148 -0.6187 4.4435  0.328
219 H 4.4448 -2.0655 2.5686  0.266
220 H 2.6244 -2.7498 -5.1209  0.531
221 H 9.6474 -0.1139 -0.3690  0.259
222 C -1.6972 -0.7216 3.4217  -0.760
223 H 5.7763 1.1654 5.8216  0.285
224 C -1.4277 -6.6812 1.6151  -0.775
225 H 1.8000 0.9000 3.6099  -0.361
226 C 1.3491 -5.4858 1.7944  -0.573
227 C 3.9628 -2.3676 -2.8648  -0.972
228 H -4.1343 -2.8719 0.8182  -1.201
229 H -5.4343 -0.9807 2.7405  -0.232
230 C -9.2721 2.3484 0.9430  -0.583
231 H -2.1626 -0.0013 -8.1088  0.386
232 C -1.7141 -6.3602 -2.3509  0.757
233 H 6.7443 3.7679 -1.0948  -0.066
234 C 0.5844 -5.7691 0.5234  -0.278
235 H -6.7418 2.9511 -1.0093  0.363
236 C 1.6135 0.7469 -1.0917  0.926
237 C 3.6899 3.0697 -3.4305  0.874
238 C -6.8409 -5.3006 0.8212  -1.838
239 H 1.0730 -4.4931 2.1938  -0.044
240 H -7.9606 -4.1427 -1.5550  0.323
241 C 8.1063 -2.9492 0.0997  -0.825
242 H 2.2192 0.3861 6.8713  0.318
243 H 0.3830 2.0933 -2.2132  -0.304
244 N 7.9002 1.7253 0.5084  0.481
245 H 1.4808 -0.0891 4.9822  0.270
246 C -2.4775 5.1082 0.7901  -0.881
247 C -7.8071 0.7116 -2.0743  -0.077
248 C -2.9918 -6.6944 1.4446  -0.467
249 C 0.3602 5.2997 5.7306  -0.212
250 H 1.8464 -3.5866 -1.6215  -0.286
251 C -4.4506 -2.3188 -0.0697  0.779
252 C -2.2272 3.0388 -3.6446  0.751
253 H 5.6532 -0.9413 -2.4810  0.610
254 H 8.2590 3.2057 -1.8916  0.318
255 C 6.5689 1.6865 1.1284  -0.950
256 H 1.6113 4.7580 -2.5863  -0.944
257 H -1.6584 2.0940 -3.6900  -1.195
258 H -0.4949 0.2427 -7.6362  0.417
259 C -0.8894 3.4126 4.6193  -0.336
260 C -1.4712 -0.1021 -7.2612  -1.746
261 H 9.4045 3.2467 0.3436  0.485
262 C 2.6327 2.2037 7.8809  -1.255
263 C -4.2511 -0.9248 -3.7032  0.170
264 H 6.9419 -6.4369 3.3632  0.452
265 C 2.2862 -1.8514 -4.5128  -1.421
266 H 8.3868 0.1611 1.7439  0.347
267 C 0.8954 5.9761 -5.1355  0.638
268 C 4.0209 -2.7927 1.9043  -1.247
269 H 2.0819 3.2492 1.9202  0.303
270 Cl -1.1453 4.1496 -2.8246  -0.289
271 H -1.0573 -7.6204 1.2275  0.479
272 C -1.8872 0.7926 -5.9978  0.226
273 H 4.3071 3.5271 4.4907  -0.010
274 C 4.9726 -3.2238 0.7903  0.429
275 H 5.2892 -2.3416 0.2645  -0.480
276 C 5.9842 0.2554 1.0836  -0.894
277 H -1.3091 -1.1329 -6.9975  0.316
278 H -1.0631 3.0177 3.6024  -0.380
279 H -0.8704 5.7913 2.1984  0.097
280 C -2.7223 -1.8754 3.3601  0.210
281 H -0.9361 -4.1176 2.2628  0.411
282 C 7.8468 3.7395 -1.0174  -0.991

- E_HOMO: -8.27 eV
- Calculated total energy: -223426.330 eV
- Kohn-Sham gap: 8.8 eV
- Strongest force on any atom: 2.4 eV/Å